C41H55N8SSi4TeTi | ωB97M-V/def2-TZVPD

The HOMO-LUMO gap (alpha / beta) comes out at 6.13 / 5.53 eV. The multiplicity is 3. Its net charge is -1. The HOMO energy (alpha / beta) comes out at -3.9 / -4.1 eV.

XYZ file:
```
111
C41H55N8SSi4TeTi | the OMol25 dataset | ωB97M-V/def2-TZVPD
Ti -0.3300 2.0179 0.8494
C 3.3996 6.2297 1.0787
C 2.3283 6.3597 1.9548
C 1.5614 5.2557 2.2908
C 1.8481 3.9932 1.7636
C 2.9316 3.8680 0.8999
C 3.6942 4.9788 0.5565
N 1.0126 2.8871 2.0915
C 0.8538 2.5866 3.4403
C 1.7813 2.8290 4.4579
C 1.5201 2.3874 5.7475
C 0.3427 1.7064 6.0542
C -0.6022 1.4784 5.0671
C -0.3501 1.9321 3.7773
N -1.1988 1.8400 2.6864
N -2.4246 1.4010 2.8657
C -3.1173 1.4819 1.7029
C -4.4621 1.0883 1.6576
C -5.1664 1.2697 0.4942
C -4.5378 1.8528 -0.6118
C -3.2119 2.1929 -0.5087
N -2.4927 1.9952 0.6095
H 3.9944 7.0939 0.8069
H 2.0797 7.3313 2.3685
H 0.7145 5.3573 2.9599
H 3.1776 2.8950 0.4982
H 4.5287 4.8578 -0.1253
H 2.7058 3.3439 4.2290
H 2.2542 2.5666 6.5246
H 0.1682 1.3514 7.0629
H -1.5304 0.9609 5.2682
H -4.8967 0.6483 2.5450
H -6.2055 0.9678 0.4330
H -5.0615 2.0152 -1.5424
H -2.6748 2.6158 -1.3417
C 4.7265 -0.6991 -0.0743
C 4.4065 -0.1265 -1.2945
C 3.2325 0.5954 -1.4544
C 2.3453 0.7605 -0.3864
C 2.6694 0.1710 0.8382
C 3.8471 -0.5463 0.9879
N 1.2025 1.5925 -0.4925
N 1.2352 2.3558 -1.5761
C 0.4008 3.4408 -1.5106
C 0.4463 4.3599 -2.5746
C -0.2930 5.5212 -2.5055
C -1.0889 5.7826 -1.3832
C -1.1475 4.8610 -0.3511
C -0.4186 3.6702 -0.3876
H 5.6476 -1.2577 0.0477
H 5.0745 -0.2462 -2.1398
H 3.0029 1.0498 -2.4065
H 2.0084 0.2884 1.6799
H 4.0767 -0.9859 1.9517
H 1.0983 4.1595 -3.4187
H -0.2467 6.2417 -3.3139
H -1.6569 6.7034 -1.3260
H -1.7838 5.0685 0.5031
S -1.4876 0.2970 -2.5365
C -0.8399 0.8147 -3.9788
N 0.4054 1.2960 -4.1800
C 0.5719 1.8059 -5.5332
C -0.5311 1.0498 -6.2764
N -1.4809 0.8101 -5.1932
H 0.9233 1.6319 -3.3808
H 1.5628 1.5889 -5.9286
H 0.4022 2.8867 -5.5796
H -0.1493 0.1144 -6.6966
H -0.9721 1.6424 -7.0746
H -2.2541 0.1748 -5.2923
C -1.2969 -3.8748 3.6071
Si -1.8844 -4.3191 1.8777
C -1.7878 -6.2071 1.7825
C -3.6954 -3.8254 1.7231
Si -0.6254 -3.2074 0.2294
Te -0.7873 -0.9268 1.2015
Si 1.5528 -4.0560 0.2501
C 1.6255 -5.8897 -0.2108
C 2.6133 -3.1299 -0.9897
C 2.2806 -3.8623 1.9736
Si -1.6168 -3.6371 -1.8543
C -2.0507 -5.4744 -1.9780
C -3.2234 -2.6838 -2.0582
C -0.4854 -3.2959 -3.3189
H -1.9512 -4.3414 4.3538
H -1.3111 -2.7906 3.7528
H -0.2736 -4.2267 3.7825
H -2.4334 -6.6493 2.5506
H -0.7651 -6.5530 1.9731
H -2.1021 -6.6021 0.8102
H -4.2618 -4.1462 2.6050
H -4.1591 -4.2778 0.8380
H -3.7754 -2.7353 1.6372
H 1.4283 -6.0301 -1.2803
H 0.8977 -6.4890 0.3471
H 2.6245 -6.2893 -0.0016
H 2.2865 -3.3345 -2.0161
H 3.6687 -3.4128 -0.9027
H 2.5389 -2.0490 -0.8224
H 1.8583 -4.6038 2.6625
H 2.0547 -2.8656 2.3667
H 3.3688 -3.9917 1.9559
H -2.7247 -5.7903 -1.1728
H -1.1560 -6.1076 -1.9413
H -2.5594 -5.6639 -2.9310
H -3.9714 -3.0263 -1.3336
H -3.6294 -2.8307 -3.0658
H -3.0639 -1.6101 -1.9078
H 0.3784 -3.9721 -3.3049
H -0.1246 -2.2638 -3.3099
H -1.0310 -3.4680 -4.2549
```

Atom charges from the Mulliken analysis, given in e for atoms 1 to 6:
1. Ti -2.668
2. C -0.502
3. C -0.836
4. C 0.433
5. C -1.023
6. C -0.234


C12H13F17O9P2S2 | ωB97M-V/def2-TZVPD

As for the SMILES: O=P(O)(O)P[C@@]1(S)OS(=O)(=O)O[C@@H]1F.FC(F)C(F)(F)COC(F)(F)C(F)F.FC(F)C(F)(F)COC(F)(F)C(F)F. The HOMO-LUMO gap comes out at 10.49 eV. The HOMO energy comes out at -10.4 eV.

XYZ file:
```
55
C12H13F17O9P2S2 | the OMol25 dataset | ωB97M-V/def2-TZVPD
O -0.6571 -2.7303 -2.6672
P -1.5341 -1.7437 -3.2895
O -2.9553 -1.6318 -2.5660
O -1.8609 -2.0287 -4.8198
P -0.6566 0.2789 -3.1340
C -1.0402 0.9360 -4.8473
S 0.2974 0.3051 -5.8684
O -2.3488 0.6189 -5.4118
S -3.4514 1.5533 -4.7677
O -3.9891 0.9044 -3.6205
O -4.2788 2.0497 -5.7926
O -2.4354 2.6856 -4.2568
C -1.1504 2.4696 -4.8095
F -1.1252 2.9886 -6.0768
H -3.5612 -0.9696 -2.9336
H -2.7903 -1.9850 -5.0701
H -1.7448 0.8404 -2.4393
H -0.3851 0.4276 -7.0179
H -0.3885 2.9737 -4.2212
F -0.7297 -2.1900 3.9466
C -1.9840 -2.2360 4.4372
F -2.0500 -3.2282 5.3495
C -2.9922 -2.5275 3.3173
F -2.7934 -3.7620 2.8278
F -4.2120 -2.5055 3.9425
C -3.1037 -1.5037 2.1805
O -2.4012 -1.8128 0.9929
C -1.1263 -1.4153 0.7679
F -0.6507 -0.6172 1.7458
F -1.1244 -0.6579 -0.3719
C -0.1725 -2.5875 0.4751
F -0.1669 -3.4421 1.5174
F 1.0716 -2.0739 0.3325
H -2.2187 -1.2866 4.9256
H -4.1527 -1.5289 1.8912
H -2.8757 -0.5015 2.5442
H -0.4697 -3.0966 -0.4426
F 5.5905 0.8350 1.9417
C 5.7890 1.1730 3.2311
F 6.4045 0.1447 3.8520
C 4.4518 1.4445 3.9337
F 3.7304 0.3143 4.0078
F 4.8063 1.8102 5.2070
C 3.5956 2.6028 3.4066
O 2.5340 2.2523 2.5423
C 2.6703 2.2061 1.1884
F 3.8844 2.6119 0.7781
F 1.7620 3.0675 0.6557
C 2.3170 0.8192 0.6270
F 3.1181 -0.1152 1.1668
F 2.5135 0.8355 -0.7106
H 6.4322 2.0554 3.2806
H 3.1063 3.0036 4.2927
H 4.2273 3.3848 2.9850
H 1.2751 0.5848 0.8445
```

Atom charges from the natural (NBO) analysis, given in e for atoms 1 to 6:
1. O -1.081
2. P 2.138
3. O -1.002
4. O -0.991
5. P 0.206
6. C -0.202


C34H25GdN7O5 | ωB97M-V/def2-TZVPD

The HOMO-LUMO gap (alpha / beta) comes out at 5.33 / 5.06 eV. The multiplicity is 8. Its net charge is -1. The HOMO energy (alpha / beta) comes out at -3.6 / -5.4 eV.

XYZ file:
```
72
C34H25GdN7O5 | the OMol25 dataset | ωB97M-V/def2-TZVPD
Gd -0.8492 1.0171 0.1793
C -4.4219 0.7868 0.3581
O -3.3013 0.7484 -0.5477
C -3.5151 1.0400 -1.8588
C -4.5838 1.7866 -2.3124
C -4.7281 1.9719 -3.6758
C -3.8254 1.4532 -4.6049
C -2.7302 0.7589 -4.1280
C -2.5596 0.5362 -2.7625
N -1.4112 -0.0187 -2.1660
N -0.7256 -0.7192 -2.9379
C 0.3836 -1.4309 -2.4621
C 0.6180 -1.6804 -1.0878
O 0.0177 -1.0817 -0.1373
C 1.5895 -2.6723 -0.7815
C 2.4002 -3.2024 -1.7368
C 2.2545 -2.8694 -3.1132
C 3.0145 -3.5467 -4.0900
C 2.7624 -3.3428 -5.4303
C 1.7258 -2.4932 -5.8299
C 0.9943 -1.8406 -4.8726
C 1.1866 -2.0524 -3.4946
H -4.6507 1.8264 0.6810
H -4.1106 0.2142 1.2255
H -5.3044 0.3564 -0.1009
H -5.2984 2.2660 -1.6608
H -5.5742 2.5376 -4.0498
H -3.9496 1.6205 -5.6432
H -1.9988 0.3743 -4.8364
H 1.7439 -2.9244 0.2560
H 3.1910 -3.8611 -1.4389
H 3.8319 -4.2236 -3.8120
H 3.3700 -3.8386 -6.2001
H 1.5092 -2.3526 -6.8607
H 0.2089 -1.1880 -5.1962
N 0.5105 0.8366 2.1012
C 1.5860 0.2561 2.3924
C 2.6704 -0.0183 1.3834
C 3.7170 -0.8897 1.6589
C 4.6168 -1.2352 0.6655
C 4.4888 -0.7151 -0.6426
C 3.5041 0.1893 -0.8985
C 2.6071 0.5316 0.1059
C 1.8147 -0.1668 3.8332
C 2.9740 0.2203 4.5226
C 3.1566 -0.1531 5.8379
C 2.2000 -0.9317 6.5060
C 1.0459 -1.2763 5.8408
C 0.8533 -0.8783 4.5068
H 3.8126 -1.3759 2.6107
H 5.4434 -1.9393 0.9056
H 5.2032 -1.0017 -1.4253
H 3.4334 0.6070 -1.8871
H 1.8873 1.2906 -0.0906
H 3.7478 0.8131 4.0212
H 4.0373 0.1162 6.4193
H 2.3142 -1.2442 7.5296
H 0.2705 -1.8186 6.3685
H -0.0500 -1.1455 3.9980
N -1.8422 1.6977 3.7158
C -2.5739 2.3739 2.7994
O -2.2378 2.2268 1.5919
C -3.6990 3.1488 3.1778
C -4.4378 3.8443 2.1635
N -5.1023 4.3780 1.3790
C -4.1545 3.2031 4.5051
N -4.5774 3.2434 5.5829
H -0.9886 1.2661 3.3973
H -2.0331 1.8221 4.6954
O -1.5374 2.8662 -1.2885
N -0.4541 3.2637 -1.6846
O 0.5298 2.6392 -1.1690
```

Atom charges from the Mulliken analysis, given in e for atoms 1 to 6:
1. Gd 1.023
2. C -1.022
3. O -0.004
4. C 0.466
5. C -0.672
6. C -0.589


C47H55N3O2P2Pt | ωB97M-V/def2-TZVPD

The HOMO-LUMO gap (alpha / beta) comes out at 4.91 / 7.17 eV. The multiplicity is 3. The HOMO energy (alpha / beta) comes out at -4.6 / -6.9 eV.

XYZ file:
```
110
C47H55N3O2P2Pt | the OMol25 dataset | ωB97M-V/def2-TZVPD
Pt 0.9054 -0.0300 -0.8535
C 0.1561 0.5008 6.2581
C 1.4809 0.4406 5.4956
C 2.2311 -0.8223 5.9420
C 2.3106 1.6800 5.8607
C 1.2671 0.4101 3.9804
C -0.0141 0.5641 3.3911
C -0.1237 0.5030 2.0189
N 0.9066 0.3003 1.2039
C 2.1781 0.2470 1.7325
C 2.3396 0.2699 3.1390
C 3.2207 0.2407 0.7853
C 4.6065 0.2464 1.0878
C 5.5499 0.4283 0.1206
C 5.0882 0.6325 -1.2159
C 3.7528 0.5519 -1.4882
N 2.8311 0.3047 -0.5426
C 7.0461 0.3954 0.4076
C 7.3430 0.3317 1.9050
C 7.6437 -0.8505 -0.2642
C 7.7176 1.6521 -0.1657
H 0.3545 0.4711 7.3325
H -0.4880 -0.3481 6.0108
H -0.3906 1.4234 6.0458
H 2.3779 -0.8089 7.0267
H 3.2125 -0.8968 5.4704
H 1.6645 -1.7203 5.6815
H 2.4560 1.7339 6.9444
H 1.8046 2.5926 5.5350
H 3.2936 1.6528 5.3848
H -0.9021 0.7392 3.9816
H -1.0765 0.6361 1.5197
H 3.3417 0.1941 3.5449
H 4.8956 0.1267 2.1222
H 5.7716 0.8424 -2.0276
H 3.3595 0.6882 -2.4870
H 6.9435 -0.5802 2.3558
H 6.9223 1.1929 2.4320
H 8.4242 0.3340 2.0633
H 7.2159 -1.7611 0.1638
H 8.7289 -0.8756 -0.1205
H 7.4398 -0.8550 -1.3376
H 7.2385 2.5586 0.2142
H 7.6718 1.6762 -1.2562
H 8.7727 1.6735 0.1225
O -1.2367 -1.1147 -0.6674
P -2.7019 -1.2160 -0.3916
C -3.4439 0.3790 0.0713
P -2.6118 1.8221 -0.6820
O -1.2197 1.9748 -0.1900
C -3.6708 3.2145 -0.2225
C -4.2101 4.0950 -1.1570
C -4.9317 5.2057 -0.7352
C -5.1140 5.4426 0.6188
C -4.5694 4.5741 1.5589
C -3.8476 3.4677 1.1407
C -2.7371 1.6121 -2.4554
C -1.5388 1.6115 -3.1671
C -1.5671 1.4763 -4.5509
C -2.7786 1.3423 -5.2140
C -3.9749 1.3395 -4.5016
C -3.9536 1.4771 -3.1240
C -3.6821 -1.8583 -1.7611
C -3.0516 -2.7522 -2.6247
C -3.7432 -3.2971 -3.6982
C -5.0756 -2.9703 -3.9006
C -5.7233 -2.1161 -3.0175
C -5.0295 -1.5613 -1.9532
C -3.0723 -2.3506 0.9630
C -2.4514 -2.1492 2.1969
C -2.6743 -3.0297 3.2420
C -3.5165 -4.1216 3.0647
C -4.1337 -4.3320 1.8416
C -3.9129 -3.4498 0.7905
H -3.3403 0.5064 1.1501
H -4.5096 0.3775 -0.1629
H -4.0617 3.9183 -2.2152
H -5.3466 5.8894 -1.4660
H -5.6717 6.3119 0.9455
H -4.7012 4.7662 2.6168
H -3.3947 2.8136 1.8783
H -0.5938 1.6796 -2.6416
H -0.6360 1.4746 -5.1048
H -2.7960 1.2390 -6.2924
H -4.9188 1.2236 -5.0209
H -4.8885 1.4848 -2.5711
H -2.0197 -3.0203 -2.4480
H -3.2370 -3.9746 -4.3756
H -5.6146 -3.3865 -4.7438
H -6.7711 -1.8811 -3.1580
H -5.5592 -0.9120 -1.2667
H -1.7669 -1.3238 2.3367
H -2.1831 -2.8689 4.1941
H -3.6832 -4.8142 3.8801
H -4.7854 -5.1859 1.7013
H -4.3951 -3.6199 -0.1637
C -0.0190 -2.1076 -3.4703
C 1.2248 -1.2291 -3.5974
C 1.3666 -0.8043 -5.0623
C 2.4552 -2.0664 -3.2062
N 1.0625 -0.0275 -2.7901
H 0.0390 -2.9529 -4.1653
H -0.9027 -1.5104 -3.7091
H -0.1176 -2.4797 -2.4492
H 1.5473 -1.6692 -5.7101
H 2.1981 -0.1037 -5.1691
H 0.4523 -0.3048 -5.3979
H 2.4387 -3.0129 -3.7540
H 2.4474 -2.2796 -2.1358
H 3.3858 -1.5513 -3.4513
```

Atom charges from the Mulliken analysis, given in e for atoms 1 to 6:
1. Pt 1.682
2. C -2.073
3. C 2.090
4. C -1.608
5. C -1.605
6. C 0.806


C3H7NOS | ωB97M-V/def2-TZVPD

The HOMO-LUMO gap comes out at 9.70 eV. The HOMO energy comes out at -8.9 eV.

XYZ file:
```
13
C3H7NOS | the OMol25 dataset | ωB97M-V/def2-TZVPD
C 3.6514 1.2888 0.1469
C -2.7055 -1.0537 -0.5999
C 3.3000 0.9285 1.2461
N -0.0258 -0.5105 0.0362
O -1.8597 1.2848 0.1350
S -1.3578 0.2591 -0.8121
H 3.9197 1.1818 -0.9028
H -3.2099 -1.2058 -1.6014
H -3.4632 -0.6439 0.2443
H -2.1913 -1.9427 -0.3485
H 2.8996 1.0330 2.1737
H 0.8119 -0.8504 -0.3735
H 0.2307 0.2309 0.6559
```

Atom charges from the natural (NBO) analysis, given in e for atoms 1 to 6:
1. C -0.226
2. C -0.810
3. C -0.234
4. N -1.062
5. O -0.963
6. S 1.348


| no. | calculated total energy (eV) |
| --- | --- |
| 1 | -128091.27824 |
| 2 | -117529.19850 |
| 3 | -77164.04301 |
| 4 | -80022.61288 |
| 5 | -17593.23267 |